Record 1
Here is 9 unconnected molecules or ions with the total composition C36H99N9O9 from the OMol25 dataset. Energies are from ωB97M-V/def2-TZVPD.

Last column: Mulliken charge in e.
Element x y z (Å)
C  -1.079  5.238  -3.077  -0.5479
O  -2.033  6.058  -2.560  -0.3109
C  -3.108  6.333  -3.440  -0.9215
C  -4.203  7.049  -2.776  0.7500
C  -5.022  6.201  -1.797  -1.0296
N  -5.082  7.507  -3.904  -0.7472
H  -0.569  5.718  -3.973  0.3925
H  -1.551  4.305  -3.539  0.0257
H  -0.295  5.034  -2.382  0.3127
H  -2.652  7.007  -4.205  0.2738
H  -3.514  5.445  -3.936  0.3427
H  -3.774  7.918  -2.256  0.2605
H  -4.450  6.230  -0.875  0.0253
H  -5.036  5.163  -2.050  0.2335
H  -5.970  6.713  -1.593  0.4149
H  -6.013  7.770  -3.543  0.2607
H  -4.672  8.357  -4.295  0.2541
C  -3.071  -1.032  -2.865  -0.4071
O  -2.327  -0.751  -4.023  -0.4146
C  -1.951  0.601  -4.186  0.5292
C  -0.937  0.798  -5.333  0.3194
C  0.437  0.291  -4.941  -1.0682
N  -1.130  2.205  -5.786  -0.6502
H  -2.617  -0.609  -1.966  -0.0117
H  -3.266  -2.097  -2.772  0.3264
H  -4.050  -0.540  -2.946  0.3643
H  -2.854  1.259  -4.286  0.4447
H  -1.424  1.014  -3.315  -0.8081
H  -1.265  0.176  -6.147  0.3509
H  0.305  -0.678  -4.502  0.2565
H  0.957  0.950  -4.205  0.0756
H  1.103  0.154  -5.805  0.4240
H  -0.998  2.776  -4.967  0.0633
H  -0.437  2.582  -6.463  0.2821
C  3.531  -4.441  -5.395  -0.8916
O  2.980  -4.928  -4.129  -0.1543
C  1.641  -5.311  -4.344  -0.6567
C  1.072  -5.955  -3.073  0.8472
C  1.926  -7.152  -2.493  -1.1197
N  -0.200  -6.588  -3.402  -0.6726
H  3.559  -5.197  -6.155  0.3493
H  4.522  -4.081  -5.280  0.2646
H  2.932  -3.611  -5.679  0.3289
H  0.940  -4.445  -4.536  0.2065
H  1.568  -6.062  -5.181  0.2893
H  0.949  -5.197  -2.286  -0.0101
H  1.609  -7.628  -1.531  0.3491
H  2.938  -6.719  -2.301  0.0928
H  2.035  -7.938  -3.277  0.3057
H  -0.256  -7.265  -4.180  0.2552
H  -0.885  -5.888  -3.544  0.2305
C  -5.013  1.964  -0.647  -0.3839
O  -4.705  3.149  0.062  -0.4459
C  -3.344  3.314  0.331  0.5089
C  -3.180  4.239  1.524  0.3836
C  -1.759  4.281  1.942  -0.6585
N  -4.049  3.788  2.655  -0.7536
H  -4.701  2.036  -1.735  0.1478
H  -6.065  1.959  -0.602  0.4865
H  -4.472  1.062  -0.203  -0.1753
H  -2.998  2.296  0.672  -0.1155
H  -2.728  3.583  -0.512  0.1312
H  -3.528  5.265  1.293  0.1030
H  -1.359  3.263  2.031  -0.5816
H  -1.667  4.754  2.929  0.4292
H  -1.109  4.805  1.239  0.4121
H  -3.667  2.947  3.046  0.2440
H  -5.035  3.545  2.282  0.3031
C  1.971  -2.094  -1.168  -0.6213
O  2.066  -0.712  -1.385  -0.4762
C  0.860  -0.060  -1.042  0.8344
C  0.961  1.432  -0.884  0.2552
C  1.909  1.940  0.178  -1.5389
N  -0.423  1.839  -0.551  0.6775
H  2.871  -2.578  -1.242  0.6345
H  1.237  -2.543  -1.902  0.1102
H  1.522  -2.304  -0.198  0.0729
H  0.141  -0.393  -1.849  -0.0896
H  0.628  -0.588  -0.118  -0.1944
H  1.175  1.822  -1.826  0.0475
H  1.663  1.614  1.201  -0.0985
H  1.839  3.077  0.235  0.4783
H  2.964  1.627  0.027  0.4531
H  -0.477  2.660  0.031  -0.3068
H  -0.971  1.935  -1.407  -0.2479
C  4.222  1.925  6.916  -0.7909
O  3.038  2.098  6.162  -0.3028
C  3.120  3.330  5.386  -1.4207
C  1.886  3.589  4.536  2.5522
C  2.270  4.559  3.423  -1.7100
N  0.808  4.102  5.280  -0.6694
H  4.474  2.815  7.499  0.3081
H  5.088  1.737  6.215  0.3126
H  4.185  1.020  7.536  0.2709
H  3.284  4.135  6.053  0.6193
H  4.031  3.216  4.819  0.5078
H  1.629  2.594  4.087  -1.3589
H  1.316  4.935  3.121  0.4796
H  2.801  4.023  2.665  0.3850
H  2.880  5.391  3.784  0.3498
H  0.947  5.123  5.430  0.3158
H  0.773  3.625  6.239  0.2782
C  -6.841  0.361  3.849  -0.6672
O  -5.604  -0.239  3.598  -0.3543
C  -5.256  -0.460  2.221  -0.4920
C  -3.891  -1.122  2.087  1.3649
C  -3.370  -1.362  0.730  -1.0241
N  -3.944  -2.380  2.794  -0.6849
H  -6.988  0.456  4.904  0.3079
H  -7.762  -0.074  3.339  0.2755
H  -6.787  1.431  3.464  0.1775
H  -5.979  -1.089  1.714  0.3194
H  -5.372  0.531  1.631  0.0950
H  -3.062  -0.563  2.546  -0.3043
H  -4.107  -1.934  0.131  0.4895
H  -2.466  -1.967  0.803  0.3698
H  -3.069  -0.452  0.229  -0.3373
H  -4.174  -2.236  3.778  0.2592
H  -4.443  -3.137  2.337  0.2483
C  -0.463  0.726  3.502  -0.5273
O  0.949  0.513  3.261  -0.1165
C  1.418  -0.773  3.006  -0.7628
C  2.915  -0.757  2.704  1.0923
C  3.411  -2.200  2.507  -1.7296
N  3.577  -0.043  3.778  -0.6284
H  -0.709  0.394  4.486  0.4548
H  -1.022  0.214  2.727  0.0086
H  -0.739  1.771  3.307  -0.0922
H  1.317  -1.428  3.875  0.5106
H  0.905  -1.185  2.143  0.0989
H  3.141  -0.159  1.752  -0.2343
H  4.425  -2.159  2.246  0.5152
H  2.793  -2.662  1.759  0.2895
H  3.286  -2.769  3.426  0.4342
H  3.625  -0.652  4.580  0.2935
H  2.969  0.721  4.002  0.1097
C  6.625  -5.978  -2.077  -0.9404
O  5.684  -6.701  -1.309  -0.3349
C  5.524  -6.151  0.018  -0.6603
C  4.945  -7.200  0.912  0.7588
C  4.665  -6.567  2.296  -1.6057
N  5.762  -8.373  1.106  -0.7545
H  6.392  -4.948  -2.265  0.3158
H  6.553  -6.374  -3.054  0.3118
H  7.597  -6.163  -1.717  0.3986
H  6.504  -5.871  0.416  0.4415
H  4.980  -5.220  0.045  0.2717
H  3.986  -7.621  0.580  0.1124
H  5.538  -6.055  2.672  0.3625
H  4.406  -7.261  3.097  0.4074
H  3.908  -5.812  2.327  0.3746
H  5.930  -8.784  0.229  0.2882
H  6.697  -8.112  1.444  0.2617

Computed properties:
Relative energy (zero: lowest compared OMol25 entry of this formula, charge and spin) ... 85.8 kcal per mole
Electronic energy ... -70768.5901 eV
HOMO level ... -8.96 eV
Total charge ... 0
Orbital gap ... 0.35173 Eh
Multiplicity ... 1
SMILES ... COC[C@H](C)N.COC[C@H](C)N.COC[C@H](C)N.COC[C@H](C)N.COC[C@H](C)N.COC[C@H](C)N.COC[C@H](C)N.COC[C@H](C)N.COC[C@H](C)N
E_LUMO ... 0.0223 Ha

***

Record 2
Here is a molecular structure, C4H8N3O2S from the OMol25 dataset. Energies are from ωB97M-V/def2-TZVPD.

Last column: natural (NBO) charge in e.
Element x y z (Å)
C  3.239  -0.491  -0.353  0.3407
C  1.436  -0.540  0.966  0.1730
C  -2.154  -0.920  0.418  -0.6078
C  -1.821  0.228  -0.585  -0.7118
N  2.703  -0.960  0.651  -0.3738
N  1.776  0.453  -0.982  -0.4149
N  0.970  0.194  -0.034  -0.2710
O  -0.221  2.284  -0.721  -0.8737
O  -0.697  1.531  1.524  -0.8153
S  -0.632  1.244  0.151  2.2952
H  4.104  -0.476  -0.950  0.2639
H  0.758  -0.660  1.736  0.2487
H  -3.099  -1.172  0.303  0.2406
H  -1.454  -1.868  0.439  0.2295
H  -2.210  -0.562  1.368  0.2324
H  -2.768  0.759  -0.756  0.3114
H  -1.589  -0.199  -1.489  0.2839
H  1.659  1.156  -1.685  0.4489

Computed properties:
Relative energy (zero: lowest compared OMol25 entry of this formula, charge and spin) ... 80.9 kcal per mole
Electronic energy ... -23666.4701 eV
HOMO level ... -14.52 eV
Total charge ... +1
Orbital gap ... 0.36860 Eh
Multiplicity ... 1
E_LUMO ... -0.1652 Ha

***

Record 3
Here is 2 unconnected molecules or ions with the total composition C13H26F3N2O2 from the OMol25 dataset. Energies are from ωB97M-V/def2-TZVPD.

Last column: natural (NBO) charge in e.
Element x y z (Å)
F  -0.412  -1.319  -1.791  -0.3652
C  -0.420  -1.290  -3.286  1.0027
F  -1.313  -0.201  -3.809  -0.3327
F  -0.838  -2.637  -3.740  -0.3274
C  1.128  -0.883  -3.771  -0.4905
C  2.189  -2.090  -3.463  -0.4324
C  3.707  -1.622  -3.083  -0.2269
C  4.159  -0.053  -3.172  -0.5061
C  4.021  0.528  -1.618  0.2731
N  3.912  -0.555  -0.780  -0.4563
C  3.989  -1.891  -1.487  -0.2537
H  1.050  -0.798  -4.957  0.2647
H  1.358  0.139  -3.247  0.2356
H  1.759  -2.716  -2.562  0.2427
H  2.195  -2.804  -4.396  0.2577
H  4.460  -2.375  -3.598  0.2719
H  3.430  0.691  -3.754  0.2729
H  5.179  0.175  -3.751  0.3089
H  4.005  1.628  -1.219  0.2816
H  3.786  -0.295  0.223  0.4633
H  3.403  -2.733  -0.922  0.2694
H  5.111  -2.231  -1.406  0.2453
C  -0.111  -0.336  1.243  -0.2494
O  -0.647  0.973  1.086  -0.5610
C  -1.863  0.989  0.328  -0.0747
C  -3.045  1.393  1.223  -0.2434
N  -3.371  0.330  2.182  -0.6256
C  -4.321  0.749  3.219  -0.2504
C  -3.852  1.841  4.204  -0.0872
O  -2.788  1.426  5.063  -0.5427
C  -1.488  1.596  4.513  -0.2442
H  0.873  -0.246  1.713  0.1691
H  -0.748  -0.938  1.897  0.1781
H  0.010  -0.830  0.276  0.1713
H  -2.049  0.036  -0.181  0.1845
H  -1.737  1.756  -0.445  0.1821
H  -3.920  1.591  0.595  0.1992
H  -2.772  2.317  1.740  0.1712
H  -2.517  0.021  2.637  0.3478
H  -4.557  -0.149  3.803  0.2081
H  -5.253  1.070  2.744  0.1961
H  -4.698  2.063  4.865  0.1973
H  -3.611  2.784  3.704  0.1625
H  -1.427  2.452  3.836  0.1714
H  -1.174  0.683  4.005  0.1509
H  -0.791  1.761  5.339  0.1903

Computed properties:
Electronic energy ... -29118.0255 eV
HOMO level ... -10.31 eV
Total charge ... +1
Orbital gap ... 0.18717 Eh
Multiplicity ... 1
E_LUMO ... -0.1916 Ha

***

Record 4
Here is 2 unconnected molecules or ions with the total composition C2H3IO2S from the OMol25 dataset. Energies are from ωB97M-V/def2-TZVPD.

Last column: natural (NBO) charge in e.
Element x y z (Å)
C  -1.367  1.422  -0.232  -0.2230
C  -2.368  0.742  -0.250  -0.2552
O  0.799  -1.127  1.130  -0.8989
O  1.741  -1.612  -1.077  -0.7688
S  2.159  -1.346  0.249  1.2596
I  2.826  1.008  -0.051  -0.1095
H  -0.569  2.003  0.147  0.2386
H  -0.053  -1.246  0.727  0.5202
H  -3.169  0.155  -0.643  0.2371

Computed properties:
Expectation value of S² ... 2.01
Relative energy (zero: lowest compared OMol25 entry of this formula, charge and spin) ... 56.7 kcal per mole
Electronic energy ... -25147.4291 eV
HOMO level (alpha / beta) ... -6.97 / -9.81 eV
Total charge ... 0
Orbital gap (alpha / beta) ... 0.27878 / 0.23023 Eh
Multiplicity ... 3
E_LUMO (alpha / beta) ... 0.0228 / -0.1303 Ha

***

Number 1: maximum force 3.6 eV/Å. Number 2: maximum force 5.3 eV/Å. Number 3: maximum force 5.2 eV/Å. Number 4: maximum force 6.1 eV/Å.